# 1
The following is a quantum chemistry calculation of a 4-piece molecular cluster, C18H27F9INO9 overall, from the Open Molecules 2025 dataset.

Cartesian coordinates (Å):
C (2.6836, -2.0050, 1.0500)
C (2.5356, -1.0075, 2.1760)
O (2.9716, 0.3113, 1.7725)
C (2.1105, 1.0075, 1.0506)
O (1.0168, 0.6790, 0.7000)
C (2.7124, 2.3894, 0.7249)
F (3.9751, 2.2788, 0.2864)
F (2.7205, 3.1591, 1.8183)
F (1.9981, 2.9967, -0.2169)
H (3.7100, -2.0240, 0.6821)
H (2.4162, -3.0013, 1.3987)
H (2.0333, -1.7494, 0.2141)
H (3.1754, -1.2672, 3.0162)
H (1.5090, -0.9507, 2.5335)
C (-4.2310, 0.0625, 0.4466)
C (-3.0713, -0.6905, -0.1620)
O (-2.1394, -1.0957, 0.8656)
C (-2.4702, -2.1596, 1.5730)
O (-3.4321, -2.8572, 1.4493)
C (-1.3746, -2.4226, 2.6257)
F (-1.0328, -1.2990, 3.2659)
F (-0.2745, -2.9061, 2.0268)
F (-1.7842, -3.3084, 3.5268)
H (-3.8665, 0.9081, 1.0265)
H (-4.8939, 0.4350, -0.3343)
H (-4.8093, -0.5797, 1.1088)
H (-2.4910, -0.0565, -0.8282)
H (-3.3996, -1.5659, -0.7216)
C (-5.7089, -3.7620, 5.9951)
C (-6.4744, -2.4950, 6.3049)
O (-5.6655, -1.3216, 6.0669)
C (-5.5595, -0.9406, 4.8053)
O (-6.0691, -1.4423, 3.8482)
C (-4.6715, 0.3169, 4.7125)
F (-3.5528, 0.1808, 5.4284)
F (-5.3344, 1.3870, 5.1657)
F (-4.3361, 0.5312, 3.4430)
H (-4.7817, -3.7958, 6.5676)
H (-6.3125, -4.6310, 6.2549)
H (-5.4571, -3.8220, 4.9370)
H (-6.7337, -2.4419, 7.3596)
H (-7.3915, -2.4222, 5.7217)
C (0.8799, 1.4147, -4.8790)
N (1.1215, 0.9433, -6.2401)
C (2.4061, 1.1859, -6.7741)
O (3.3654, 0.1453, -6.3632)
C (4.5610, 0.6219, -5.9811)
O (5.3554, 1.1563, -6.7135)
O (4.7661, 0.3953, -4.6666)
C (5.5065, 1.4040, -3.9745)
C (4.5640, 2.3115, -3.1675)
C (5.1017, 3.7422, -3.0879)
I (4.2206, 5.0366, -4.5392)
H (1.1968, 0.7113, -4.1005)
H (-0.1850, 1.6272, -4.7465)
H (1.4031, 2.3659, -4.7376)
H (0.8664, -0.0284, -6.3526)
H (2.7821, 2.1588, -6.4427)
H (2.3812, 1.1737, -7.8665)
H (6.1239, 1.9799, -4.6674)
H (6.1854, 0.8805, -3.2947)
H (3.5598, 2.2685, -3.5915)
H (4.5292, 1.9380, -2.1390)
H (6.1796, 3.7637, -3.2453)
H (4.8808, 4.1812, -2.1151)

Properties
**Calculated total energy**: -2630.5308 a.u.
**HOMO energy**: -0.349 Ha
**LUMO energy**: 0.47 eV

Here are the natural (NBO) charges for atoms 1 to 4, given in e: number 1, C, carries -0.640; number 2, C, carries -0.081; number 3, O, carries -0.477; number 4, C, carries 0.692

=====

# 2
The following is a quantum chemistry calculation of a 6-piece molecular cluster, C18H27F9O18S3 overall in a non-equilibrium geometry, from the Open Molecules 2025 dataset.

Cartesian coordinates (Å):
C (2.6702, 2.1041, -2.4959)
C (3.4921, 3.4006, -2.1275)
O (3.1043, 3.9811, -0.8985)
C (3.3875, 3.2400, 0.3089)
O (3.7718, 2.0780, 0.3313)
C (3.1923, 4.1682, 1.5240)
F (3.8206, 5.3428, 1.3489)
F (1.9253, 4.4634, 1.5720)
F (3.6215, 3.5777, 2.6812)
H (2.6195, 1.8288, -3.5493)
H (1.6409, 2.3736, -2.2592)
H (2.9878, 1.2361, -1.9181)
H (3.3400, 4.1255, -2.9271)
H (4.5771, 3.2967, -2.1340)
C (-4.5492, -1.6828, 3.6303)
C (-3.4591, -1.3696, 2.5677)
O (-3.6567, -0.0790, 2.0077)
C (-3.9884, -0.0003, 0.6789)
O (-4.1086, -0.9735, -0.0904)
C (-3.9981, 1.4032, 0.1259)
F (-3.7690, 2.3848, 1.0682)
F (-3.1657, 1.5853, -0.8365)
F (-5.1667, 1.6567, -0.4254)
H (-4.4841, -0.9306, 4.4164)
H (-4.5313, -2.7139, 3.9836)
H (-5.5138, -1.6075, 3.1284)
H (-3.5071, -2.1091, 1.7684)
H (-2.4094, -1.4743, 2.8421)
C (-2.5479, 5.0682, -7.1024)
C (-1.5530, 4.4615, -6.1721)
O (-1.8079, 2.9902, -6.2861)
C (-1.2602, 2.2199, -5.3740)
O (-0.5102, 2.6579, -4.4870)
C (-1.7700, 0.7379, -5.4938)
F (-1.6839, 0.1309, -4.2774)
F (-3.0459, 0.7472, -5.9784)
F (-1.0411, 0.1052, -6.2819)
H (-2.4309, 6.1460, -7.2152)
H (-3.5798, 4.9658, -6.7666)
H (-2.5783, 4.6392, -8.1039)
H (-1.8457, 4.9075, -5.2216)
H (-0.5302, 4.7216, -6.4446)
O (2.6106, -4.1788, 0.0797)
S (3.9740, -3.6328, 0.2660)
O (5.0513, -4.0134, -0.6585)
O (3.8572, -1.9914, 0.3531)
C (3.9465, -1.4823, 1.5633)
C (4.1157, -2.6263, 2.5714)
O (4.4587, -3.7571, 1.8601)
H (4.7236, -0.7244, 1.6621)
H (2.9699, -1.0164, 1.6945)
H (3.2450, -2.8659, 3.1818)
H (5.0156, -2.4336, 3.1556)
O (-2.9352, -2.1172, 6.5497)
S (-1.5315, -2.5755, 6.4191)
O (-0.5068, -2.0314, 7.3133)
O (-1.5521, -4.2033, 6.4891)
C (-0.6936, -4.7392, 5.5077)
C (0.0013, -3.5969, 4.6970)
O (-0.9416, -2.5560, 4.8643)
H (0.1455, -5.2845, 5.9398)
H (-1.1924, -5.3816, 4.7819)
H (0.0911, -3.9124, 3.6575)
H (1.0541, -3.3518, 4.8376)
O (-0.1070, -0.3314, 2.0321)
S (0.0392, -1.3660, 1.0388)
O (-0.1024, -2.7813, 1.4488)
O (-0.9734, -1.0614, -0.2190)
C (-0.4170, -1.0438, -1.5246)
C (0.9982, -1.6374, -1.3307)
O (1.3408, -1.2336, -0.0419)
H (-0.9432, -1.6980, -2.2197)
H (-0.3629, -0.0169, -1.8860)
H (1.8767, -1.4419, -1.9457)
H (1.0851, -2.7213, -1.2549)

Properties
**Calculated total energy**: -4149.5924 a.u.
**HOMO energy**: -0.408 Ha
**LUMO energy**: 0.36 eV

Here are the Löwdin charges for atoms 1 to 4, given in e: number 1, C, carries -0.049; number 2, C, carries -0.213; number 3, O, carries -0.023; number 4, C, carries -0.248

=====

# 3
The following is a quantum chemistry calculation of C18H27GaO2 as an isolated structure in a non-equilibrium geometry, from the Open Molecules 2025 dataset.

Cartesian coordinates (Å):
Ga (0.7317, 0.1831, 0.0813)
C (1.0637, 2.5800, 1.1639)
C (0.3965, 2.4287, -0.1359)
C (-1.0376, 2.5565, 0.1169)
H (0.8742, 2.5395, -1.1010)
C (-1.2337, 2.7279, 1.5026)
C (0.0507, 2.7596, 2.1369)
H (0.2168, 2.9184, 3.1950)
H (2.1379, 2.5929, 1.2974)
H (-1.8084, 2.5543, -0.6401)
H (-2.1871, 2.8697, 1.9873)
C (1.6541, -1.0690, 1.9335)
C (1.3850, -0.3722, 3.1371)
C (-0.0143, -0.3025, 3.3258)
H (2.1425, -0.0086, 3.8411)
C (-0.6669, -0.9714, 2.2839)
C (0.3513, -1.4433, 1.3485)
H (0.2106, -2.2761, 0.6441)
H (2.6119, -1.4650, 1.5926)
H (-0.5098, 0.1647, 4.1861)
H (-1.7309, -1.1906, 2.2006)
O (-0.6858, 0.1953, -1.0144)
C (-3.4989, -1.1411, -1.0287)
C (-2.7459, -0.6588, -2.2498)
C (-3.8814, -0.0655, -0.0708)
C (-3.0601, -2.4696, -0.5138)
C (-1.2557, -0.1791, -2.2145)
H (-3.3162, 0.1683, -2.6732)
H (-2.7655, -1.4846, -2.9630)
H (-0.6027, -0.9116, -2.6998)
H (-1.1789, 0.7363, -2.8078)
H (-4.9201, -0.0235, 0.2437)
H (-3.6389, 0.8983, -0.5300)
H (-3.2848, -0.1919, 0.8413)
H (-3.7486, -3.3061, -0.6327)
H (-2.8399, -2.3905, 0.5604)
H (-2.1453, -2.7222, -1.0584)
C (3.8279, 0.6879, -0.6387)
C (3.1201, -0.1781, -1.6630)
C (3.6726, -1.5684, -1.9409)
O (1.7974, -0.4706, -1.3010)
H (3.7698, 0.2275, 0.3537)
H (3.3819, 1.6891, -0.6041)
H (4.8873, 0.8193, -0.8766)
H (3.1320, 0.3597, -2.6276)
H (3.6701, -2.1324, -1.0012)
H (2.9929, -2.0840, -2.6323)
H (4.6785, -1.5804, -2.3544)

Properties
**Calculated total energy**: -2777.1291 a.u.
**Net charge**: -2
**HOMO energy**: 0.095 Ha
**LUMO energy**: 5.09 eV

Here are the natural (NBO) charges for atoms 1 to 4, given in e: number 1, Ga, carries 1.858; number 2, C, carries -0.345; number 3, C, carries -0.514; number 4, C, carries -0.221

=====

# 4
The following is a quantum chemistry calculation of a single C18H27N3O molecule, from the Open Molecules 2025 dataset.

Cartesian coordinates (Å):
C (0.0621, -3.6751, 0.5989)
C (0.8878, -3.0860, -0.5393)
C (0.3772, -1.7253, -1.0122)
C (-0.9609, -1.8116, -1.7426)
C (-1.4330, -0.4431, -2.2490)
N (-1.6216, 0.4830, -1.1634)
C (-0.7918, 1.4761, -0.7212)
C (0.4676, 1.9236, -1.3979)
C (0.2826, 3.3326, -1.9670)
N (1.5391, 1.9048, -0.4224)
C (2.6129, 1.0926, -0.5322)
O (2.8330, 0.4261, -1.5239)
C (3.4949, 1.0773, 0.7006)
C (2.8748, 0.1655, 1.7651)
C (3.7322, 0.1124, 3.0233)
N (-1.2052, 2.0435, 0.3797)
C (-2.3735, 1.4107, 0.7132)
C (-3.2371, 1.6132, 1.7836)
C (-4.3596, 0.8167, 1.8575)
C (-4.6309, -0.1583, 0.8953)
C (-3.7862, -0.3754, -0.1743)
C (-2.6514, 0.4169, -0.2531)
H (-0.9497, -3.9049, 0.2742)
H (0.5169, -4.5956, 0.9579)
H (0.0051, -2.9745, 1.4297)
H (1.9194, -2.9650, -0.2021)
H (0.8983, -3.7813, -1.3816)
H (1.1246, -1.2842, -1.6748)
H (0.2759, -1.0674, -0.1447)
H (-0.8694, -2.4812, -2.5999)
H (-1.7195, -2.2180, -1.0720)
H (-0.7014, -0.0310, -2.9464)
H (-2.3871, -0.5512, -2.7760)
H (0.7694, 1.2329, -2.1900)
H (-0.0174, 4.0097, -1.1714)
H (-0.4892, 3.3294, -2.7325)
H (1.2151, 3.6791, -2.4048)
H (1.3391, 2.3811, 0.4436)
H (3.6081, 2.0885, 1.0952)
H (4.4759, 0.6941, 0.4181)
H (1.8754, 0.5273, 2.0203)
H (2.7692, -0.8393, 1.3512)
H (3.8355, 1.1044, 3.4581)
H (3.2792, -0.5417, 3.7644)
H (4.7255, -0.2656, 2.7924)
H (-3.0275, 2.3714, 2.5211)
H (-5.0520, 0.9472, 2.6760)
H (-5.5251, -0.7563, 0.9919)
H (-4.0078, -1.1281, -0.9164)

Properties
**Calculated total energy**: -941.6601 a.u.
**HOMO energy**: -0.311 Ha
**LUMO energy**: 0.82 eV

Here are the natural (NBO) charges for atoms 1 to 4, given in e: number 1, C, carries -0.608; number 2, C, carries -0.386; number 3, C, carries -0.415; number 4, C, carries -0.406